DFT (wB97M-V/def2-TZVPD) results for a 6-piece molecular cluster, H12O5S overall.

Its LUMO energy is 0.3 eV. For the relative energy (zero: lowest compared OMol25 entry of this formula, charge and spin), the calculation gives 26.0 kcal/mol. As for the molecular weight: 124.2 Da. Its orbital gap is 10.33 eV. As for the spin multiplicity: 1. The calculation puts the calculated total energy at -21266.9133 eV.

Atoms and positions in Å:
S: 2.459 -2.420 -0.692
H: 1.184 -2.791 -0.865
H: 2.322 -1.755 0.463
H: 0.331 -0.915 -3.798
H: -0.197 -0.778 -2.331
O: 0.079 -0.291 -3.116
H: 4.857 -1.888 -2.739
H: 5.859 -2.508 -3.696
O: 5.486 -1.657 -3.429
H: -1.699 0.586 -0.311
H: -2.692 0.300 0.794
O: -1.843 0.001 0.448
H: -1.405 3.342 3.341
H: -0.368 4.386 2.970
O: -1.312 4.210 2.932
H: -4.480 1.061 2.661
H: -4.501 0.150 3.832
O: -4.080 0.967 3.534